Formula: C4H5N3
Source: OMol25
Level of theory: ωB97M-V/def2-TZVPD

The geometry in XYZ format:
```
12
Properties=species:S:1:pos:R:3:forces:R:3
N -1.859984 0.170351 -0.685074 0.26 -0.14 -0.17
N 0.816554 -0.901564 -0.548834 -0.39 0.49 -0.10
N 1.602254 1.015594 0.439606 -0.05 -0.45 -0.27
C 1.827177 0.070455 -0.403539 -0.06 0.23 -0.08
C -0.605379 0.047760 -0.175419 0.27 -0.23 -0.07
C 0.292858 0.669480 0.898141 -0.17 0.06 0.19
C 0.046837 -0.829487 0.703435 -0.08 -0.01 0.42
H 2.700528 0.023904 -1.053492 -0.20 0.00 0.21
H -2.415868 -0.672783 -0.759485 0.15 0.17 0.03
H -1.998698 0.824441 -1.443787 0.09 -0.12 0.16
H -0.171196 1.250845 1.694542 0.12 -0.19 -0.21
H -0.235083 -1.668997 1.333908 0.06 0.18 -0.11
```
Positions in Å, forces in eV/Å.

As for the total energy: -8695.9642 eV. The energy relative to the best compared isomer or geometry (same formula, charge and spin) comes out at 88.74 kcal per mole. As for the LUMO energy: 0.032 Ha. As for the SMILES: N[C@]12[C@@H]3N=CN1[C@@H]32. Its orbital gap is 10.111 eV.